# 1
Formula: C20H31As2FeS3Sb
Source: OMol25
Level of theory: the ωB97M-V functional and the def2-TZVPD basis

```
58
Properties=species:S:1:pos:R:3
Fe -0.667 -1.535 0.654
C 0.253 -3.561 -0.288
C 1.184 -2.539 -0.568
C 0.573 -1.617 -1.458
C -0.737 -2.073 -1.733
C -0.949 -3.258 -0.976
C -2.180 -4.107 -0.940
C -1.714 -1.445 -2.676
C 1.276 -0.462 -2.103
C 2.609 -2.485 -0.116
C 0.488 -4.799 0.516
H -1.989 -5.100 -1.360
H -2.997 -3.652 -1.497
H -2.539 -4.250 0.083
H -1.221 -1.131 -3.600
H -2.207 -0.573 -2.238
H -2.497 -2.152 -2.950
H 2.185 -0.793 -2.616
H 1.577 0.311 -1.390
H 0.637 0.021 -2.844
H 2.999 -1.466 -0.144
H 3.258 -3.094 -0.756
H 2.722 -2.853 0.906
H 0.551 -5.676 -0.138
H -0.315 -4.965 1.236
H 1.415 -4.735 1.085
C 2.534 0.255 2.187
As 0.746 0.678 1.520
C -0.141 1.165 3.183
C 1.041 2.495 0.823
C 2.020 3.290 1.424
C 2.233 4.595 1.015
C 1.451 5.133 0.000
C 0.470 4.358 -0.592
C 0.254 3.036 -0.199
As -1.165 1.941 -1.020
C -1.240 2.852 -2.771
C -2.676 2.865 -0.183
H 2.763 0.839 3.078
H 3.283 0.444 1.420
H 2.526 -0.801 2.449
H 0.335 2.044 3.617
H -0.094 0.309 3.851
H -1.194 1.351 2.975
H 2.629 2.891 2.225
H 3.001 5.193 1.490
H 1.605 6.155 -0.324
H -0.140 4.792 -1.375
H -1.630 3.869 -2.712
H -1.892 2.266 -3.419
H -0.243 2.872 -3.212
H -2.563 3.947 -0.260
H -2.729 2.557 0.860
H -3.595 2.547 -0.674
S -3.327 -0.636 4.398
Sb -2.886 -2.163 2.778
S -2.767 -0.786 0.643
S -0.324 -2.365 2.712
```

The expectation value of S² is 8.7792. For the calculated total energy, the calculation gives -7950.8828 Ha. The net charge is -1. Its spin multiplicity is 6. The value obtained for the HOMO-LUMO gap (alpha / beta) is 0.23500 / 0.23861 hartree. The value obtained for the energy above the lowest of the compared OMol25 structures with the same formula, charge and spin is 0.00 kJ/mol.



# 2
Formula: C20H31BNO
Source: OMol25
Level of theory: the ωB97M-V functional and the def2-TZVPD basis

```
54
Properties=species:S:1:pos:R:3
C 2.928 -1.127 4.459
O 1.725 -0.649 5.095
C 0.778 -1.628 5.485
C -0.628 -1.490 4.911
C -1.376 -2.663 4.703
C -2.726 -2.572 4.360
C -3.316 -1.311 4.171
C -2.553 -0.146 4.355
C -1.194 -0.233 4.685
H 3.468 -0.237 4.110
H 3.582 -1.661 5.175
H 2.674 -1.777 3.602
H 1.151 -2.650 5.326
H -0.881 -3.629 4.875
H -3.320 -3.489 4.257
H -4.378 -1.248 3.904
H -3.024 0.832 4.247
H -0.575 0.663 4.817
C 3.698 -1.207 8.490
C 4.077 -0.845 9.927
C 4.946 -1.934 10.531
N 2.860 -0.524 10.801
C 3.176 -0.347 12.255
C 4.049 0.603 12.765
C 4.299 0.622 14.153
C 3.693 -0.302 15.000
C 2.800 -1.237 14.465
C 2.536 -1.231 13.104
C 2.077 0.634 10.166
C 1.010 1.143 11.115
C 1.373 0.287 8.854
B 1.934 -1.861 11.170
H 0.680 -1.477 6.539
H 4.370 -1.956 8.047
H 2.687 -1.633 8.389
H 3.795 -0.323 7.843
H 4.629 0.105 9.899
H 5.717 -2.211 9.804
H 5.462 -1.584 11.423
H 4.410 -2.858 10.765
H 4.526 1.339 12.118
H 4.986 1.364 14.564
H 3.885 -0.294 16.066
H 2.303 -1.975 15.093
H 1.766 -1.929 12.646
H 2.848 1.395 9.970
H 0.340 1.822 10.577
H 0.371 0.345 11.507
H 1.425 1.713 11.943
H 0.702 1.108 8.565
H 2.009 0.171 7.970
H 0.748 -0.613 8.947
H 2.505 -2.833 10.813
H 0.809 -1.587 10.921
```

For the calculated total energy, the calculation gives -935.2077 Ha. The net charge is +1. The value obtained for the HOMO-LUMO gap is 0.29104 hartree. The value obtained for the energy above the lowest of the compared OMol25 structures with the same formula, charge and spin is 98.50 kJ/mol.



# 3
Formula: C20H31BNO2Sm
Source: OMol25
Level of theory: the ωB97M-V functional and the def2-TZVPD basis

```
56
Properties=species:S:1:pos:R:3
O 0.198 -0.225 -3.195
C 0.462 1.014 -3.944
C 0.346 0.379 -5.315
H 1.460 1.367 -3.689
H -0.291 1.765 -3.711
C 0.311 -0.936 -4.477
H 1.196 0.576 -5.963
H -0.591 0.645 -5.799
C 1.631 -1.696 -4.524
H 2.471 -1.022 -4.293
H 1.793 -2.138 -5.518
H 1.639 -2.519 -3.792
C -0.897 -1.841 -4.603
H -1.810 -1.283 -4.360
H -0.805 -2.671 -3.882
H -0.963 -2.280 -5.607
Sm -0.360 -0.645 1.911
C -2.501 -1.225 3.235
C -2.382 0.197 3.398
C -2.593 0.797 2.119
H -2.191 0.731 4.335
C -2.826 -0.249 1.159
C -2.792 -1.498 1.858
H -2.978 -2.480 1.417
H -2.356 -1.963 4.020
H -2.552 1.861 1.894
H -3.013 -0.106 0.094
C 0.989 -2.399 3.333
C 0.116 -3.129 2.453
C 0.584 -2.943 1.106
H -0.727 -3.754 2.766
C 1.744 -2.098 1.148
C 2.004 -1.785 2.522
H 2.867 -1.223 2.885
H 0.954 -2.397 4.432
H 0.150 -3.394 0.210
H 2.359 -1.806 0.288
O 1.715 2.278 -1.478
C 0.552 1.425 -1.048
C -0.656 2.377 -0.951
H 0.834 1.013 -0.028
H 0.332 0.551 -1.659
C 0.047 3.711 -0.546
H -1.328 2.036 -0.145
H -1.194 2.529 -1.919
C 1.518 3.217 -0.322
H -0.405 4.245 0.317
H 0.066 4.393 -1.420
H 1.486 2.681 0.673
H 2.365 3.908 -0.308
B 0.686 1.077 6.340
C 0.618 0.858 4.817
N 0.566 0.670 3.654
H -0.181 1.868 6.679
H 1.805 1.530 6.547
H 0.530 0.001 6.883
```

The expectation value of S² is 8.7642. For the calculated total energy, the calculation gives -1668.6319 Ha. Its spin multiplicity is 6. The value obtained for the HOMO-LUMO gap (alpha / beta) is 0.31419 / 0.33353 hartree. The value obtained for the energy above the lowest of the compared OMol25 structures with the same formula, charge and spin is 105.98 kJ/mol.



# 4
Formula: C20H31CrFN5O9PTe
Source: OMol25
Level of theory: the ωB97M-V functional and the def2-TZVPD basis

```
69
Properties=species:S:1:pos:R:3
Cr -0.032 -0.307 0.416
O -1.054 1.359 0.857
C -1.579 2.381 0.390
C -1.543 2.818 -0.955
C -2.239 3.998 -1.276
C -2.223 4.471 -2.553
C -1.513 3.797 -3.570
C -0.824 2.660 -3.284
C -0.793 2.102 -1.957
O -0.138 1.055 -1.702
N -2.944 5.698 -2.878
O -2.917 6.073 -4.035
O -3.596 6.223 -1.997
H -2.117 3.024 1.100
H -2.791 4.534 -0.515
H -1.536 4.205 -4.570
H -0.287 2.130 -4.062
C 2.578 -2.306 5.292
C 1.526 -1.226 5.281
O 1.774 -0.351 4.153
P 0.696 0.181 3.141
O 1.319 0.406 1.786
Te -1.097 -1.337 2.723
O 0.221 1.589 3.676
C -0.429 1.698 4.963
C -1.402 2.849 4.903
H 2.466 -2.916 6.189
H 3.574 -1.867 5.294
H 2.476 -2.947 4.418
H 1.564 -0.609 6.179
H 0.525 -1.654 5.188
H 0.345 1.857 5.715
H -0.953 0.762 5.185
H -0.890 3.764 4.607
H -1.852 3.006 5.884
H -2.196 2.637 4.188
O -0.063 -0.414 -6.931
C 0.546 -1.428 -6.174
N 0.029 -1.494 -4.826
C -0.777 -2.536 -4.425
O -0.990 -3.515 -5.105
C -1.371 -2.375 -3.060
C -2.532 -3.058 -2.720
C -3.078 -2.848 -1.469
C -2.447 -1.973 -0.599
N -1.315 -1.338 -0.914
C -0.787 -1.556 -2.118
H -0.932 -0.711 -7.224
H 1.608 -1.172 -6.150
H 0.431 -2.418 -6.611
H -0.098 -0.609 -4.356
H -2.985 -3.730 -3.438
H -3.989 -3.342 -1.160
H -2.869 -1.757 0.373
H 0.137 -1.038 -2.316
N 4.212 1.070 -3.860
C 3.976 0.540 -2.457
C 2.542 0.851 -2.038
N 2.199 0.306 -0.757
H 5.143 0.841 -4.209
H 4.105 2.086 -3.886
H 3.524 0.676 -4.506
H 4.714 1.014 -1.813
H 4.163 -0.532 -2.492
H 1.852 0.463 -2.795
H 2.386 1.933 -2.017
H 2.601 0.793 0.034
H 2.336 -0.696 -0.643
F 1.004 -1.822 0.173
```

The expectation value of S² is 3.8478. For the calculated total energy, the calculation gives -3485.2410 Ha. The net charge is +1. Its spin multiplicity is 4. The value obtained for the HOMO-LUMO gap (alpha / beta) is 0.24748 / 0.24992 hartree. The value obtained for the energy above the lowest of the compared OMol25 structures with the same formula, charge and spin is 0.00 kJ/mol.



- energy above the lowest of the compared OMol25 structures with the same formula, charge and spin of number 4 (C20H31CrFN5O9PTe)?
  0.00 kJ/mol



Copy entry 3 word for word.
Formula: C20H31BNO2Sm
Source: OMol25
Level of theory: the ωB97M-V functional and the def2-TZVPD basis

```
56
Properties=species:S:1:pos:R:3
O 0.198 -0.225 -3.195
C 0.462 1.014 -3.944
C 0.346 0.379 -5.315
H 1.460 1.367 -3.689
H -0.291 1.765 -3.711
C 0.311 -0.936 -4.477
H 1.196 0.576 -5.963
H -0.591 0.645 -5.799
C 1.631 -1.696 -4.524
H 2.471 -1.022 -4.293
H 1.793 -2.138 -5.518
H 1.639 -2.519 -3.792
C -0.897 -1.841 -4.603
H -1.810 -1.283 -4.360
H -0.805 -2.671 -3.882
H -0.963 -2.280 -5.607
Sm -0.360 -0.645 1.911
C -2.501 -1.225 3.235
C -2.382 0.197 3.398
C -2.593 0.797 2.119
H -2.191 0.731 4.335
C -2.826 -0.249 1.159
C -2.792 -1.498 1.858
H -2.978 -2.480 1.417
H -2.356 -1.963 4.020
H -2.552 1.861 1.894
H -3.013 -0.106 0.094
C 0.989 -2.399 3.333
C 0.116 -3.129 2.453
C 0.584 -2.943 1.106
H -0.727 -3.754 2.766
C 1.744 -2.098 1.148
C 2.004 -1.785 2.522
H 2.867 -1.223 2.885
H 0.954 -2.397 4.432
H 0.150 -3.394 0.210
H 2.359 -1.806 0.288
O 1.715 2.278 -1.478
C 0.552 1.425 -1.048
C -0.656 2.377 -0.951
H 0.834 1.013 -0.028
H 0.332 0.551 -1.659
C 0.047 3.711 -0.546
H -1.328 2.036 -0.145
H -1.194 2.529 -1.919
C 1.518 3.217 -0.322
H -0.405 4.245 0.317
H 0.066 4.393 -1.420
H 1.486 2.681 0.673
H 2.365 3.908 -0.308
B 0.686 1.077 6.340
C 0.618 0.858 4.817
N 0.566 0.670 3.654
H -0.181 1.868 6.679
H 1.805 1.530 6.547
H 0.530 0.001 6.883
```

The expectation value of S² is 8.7642. For the calculated total energy, the calculation gives -1668.6319 Ha. Its spin multiplicity is 6. The value obtained for the HOMO-LUMO gap (alpha / beta) is 0.31419 / 0.33353 hartree. The value obtained for the energy above the lowest of the compared OMol25 structures with the same formula, charge and spin is 105.98 kJ/mol.



- Among the records above, which one has the lowest calculated total energy?
  C20H31As2FeS3Sb



- Look up the calculated total energy of the second one.
  -935.2077 Ha